Density functional theory data (ωB97M-V/def2-TZVPD) for an isolated ion of composition C7H15N2O2 and charge +1 at a distorted geometry.

Each line ends with the Löwdin charge.
Geometry (Å):
C 2.487 -0.277 -0.408  -0.5048
C 2.128 1.253 -0.085  0.0063
C 0.088 0.499 0.814  -0.0263
C -1.062 -0.140 -2.098  -0.0576
C -1.912 -0.525 1.840  -0.0127
C -1.726 0.240 -0.685  -0.1581
C -1.011 -0.345 0.567  -0.3678
N 1.900 -0.855 0.608  0.0141
N 0.651 1.301 -0.176  0.0563
O 3.116 -0.648 -1.337  0.1727
O 1.605 -2.151 0.524  0.0713
H 2.431 1.273 0.961  0.1355
H 2.674 2.008 -0.573  0.1292
H 0.554 0.714 1.722  0.1372
H -1.875 -0.164 -2.835  0.0898
H -0.721 -1.208 -1.945  0.1096
H -0.178 0.317 -2.547  0.0710
H -2.498 0.372 2.155  0.1010
H -1.183 -0.627 2.693  0.1037
H -2.500 -1.373 1.494  0.0916
H -1.858 1.326 -0.463  0.1308
H -2.694 -0.216 -0.837  0.1159
H -0.722 -1.405 0.402  0.1521
H 0.393 2.267 -0.018  0.2009
H 0.342 0.954 -1.109  0.1336
H 1.572 -2.594 1.338  0.1047

Properties
HOMO energy (spin up / spin down): -0.478 / -0.492 Eh
E_LUMO (spin up / spin down): -5.52 / -5.17 eV
HOMO-LUMO gap (spin up / spin down): 7.5 / 8.2 eV
Total charge: +1